(1)
DFT (ωB97M-V/def2-TZVPD) results for C43H60I2N4O3S2Sr as an isolated structure.

Values from the calculation:
HOMO-LUMO gap = 4.668 eV
total energy = -3541.2187 Eh
energy relative to the best compared isomer or geometry (same formula, charge and spin) = 2168.6 kJ/mol

Structure (ORCA input):
```
! wB97M-V def2-TZVPD RIJCOSX def2/J DEFGRID3
* xyz -2 1
I 0.533 -0.353 2.564
I 1.078 -1.912 4.851
Sr -0.264 0.101 -0.276
S -3.090 -3.796 -0.011
S -0.521 -2.274 1.181
O 3.629 -1.028 1.748
O 0.738 -1.797 -1.051
O 1.902 1.468 -0.863
N 1.577 -0.398 0.757
N 0.022 0.494 -2.227
N -1.467 1.722 0.302
N -2.152 -1.471 -0.624
C 3.857 2.129 -4.457
C 2.075 -2.374 -4.940
C 1.902 1.644 -3.188
C 1.016 -1.534 -4.638
C -1.669 3.015 0.851
C 2.662 -0.717 1.167
C 1.179 -2.120 -2.246
C 2.118 -5.442 -1.893
C 4.654 -0.423 -0.964
C -3.640 -0.684 -2.368
C 2.177 -3.072 -2.570
C 4.870 1.097 -0.909
C 2.573 -3.156 -3.900
C 4.150 -2.588 -6.342
C -4.752 -0.958 -3.121
C -0.494 -0.581 -2.908
C 4.268 -4.178 -1.679
C 6.370 1.377 -1.088
C 0.582 -1.470 -3.344
C -3.902 -2.839 -1.250
C -0.849 2.020 -0.903
C 4.461 1.652 0.460
C 0.470 0.084 5.073
C -5.448 -2.142 -2.923
C -1.138 0.971 -1.784
C 2.618 -2.511 -6.352
C 2.231 -1.316 -7.228
C 4.608 2.515 -5.725
C 0.444 1.542 -3.035
C 3.661 2.844 -6.884
C -2.702 1.246 -0.170
C 2.487 1.934 -4.394
C 5.478 3.756 -5.464
C 2.402 -3.722 -0.119
C 5.508 1.353 -6.169
C -3.211 -1.618 -1.439
C 2.049 -3.795 -6.974
C 2.742 -4.074 -1.568
C 4.005 1.603 -2.052
C 2.580 1.556 -1.951
C -1.911 -2.456 0.161
C -5.040 -3.080 -1.987
C 4.567 1.909 -3.275
H 4.641 -4.881 -0.938
H 3.341 -3.872 -4.155
H 4.966 1.101 1.251
H 0.078 2.529 -2.620
H -1.218 -0.208 -3.739
H 2.351 -5.749 -2.911
H 3.072 1.972 -7.159
H 2.953 -4.371 0.555
H -6.333 -2.334 -3.514
H 4.902 0.479 -6.397
H 2.483 -6.203 -1.206
H 6.572 2.442 -1.192
H 6.019 4.049 -6.367
H -3.136 0.268 -2.527
H 2.329 -4.654 -6.368
H -0.484 0.107 5.568
H 6.072 1.627 -7.062
H 3.384 1.542 0.606
H 4.737 2.704 0.533
H 4.232 3.155 -7.761
H 2.640 -2.679 0.085
H 5.002 -0.799 -1.926
H 4.498 -3.507 -5.881
H 1.274 0.656 5.502
H 6.211 1.082 -5.385
H 1.838 2.022 -5.262
H -2.000 2.982 1.890
H 4.854 4.591 -5.149
H -3.012 1.759 -1.143
H 6.205 3.560 -4.681
H 1.157 -1.268 -7.394
H 4.714 -3.207 -1.495
H -0.735 3.577 0.734
H 4.586 -4.530 -2.656
H 4.560 -1.751 -5.781
H 3.585 -0.635 -0.878
H -1.646 0.187 -1.329
H -5.600 -3.988 -1.829
H 4.531 -2.553 -7.364
H -1.387 2.962 -1.416
H 2.420 -3.944 -7.990
H 1.338 -3.837 0.085
H -0.148 1.484 -4.003
H 6.774 0.861 -1.956
H -1.240 -1.102 -2.288
H 0.507 -0.916 -5.368
H 1.039 -5.371 -1.788
H -1.816 1.415 -2.665
H -5.066 -0.232 -3.860
H -2.877 0.194 -0.330
H 2.714 -1.392 -8.204
H 5.644 1.972 -3.334
H 2.550 -0.389 -6.754
H 0.962 -3.745 -7.004
H 5.186 -0.925 -0.159
H -3.513 1.521 0.535
H 2.984 3.654 -6.614
H 0.194 2.301 -0.862
H 6.903 1.013 -0.212
H -2.434 3.534 0.225
*
```


(2)
DFT (ωB97M-V/def2-TZVPD) results for a 9-piece molecular cluster, C43H60N8O15 overall.

Values from the calculation:
HOMO-LUMO gap = 5.554 eV
total energy = -3239.7803 Eh
energy relative to the best compared isomer or geometry (same formula, charge and spin) = 358.1 kJ/mol

Structure (ORCA input):
```
! wB97M-V def2-TZVPD RIJCOSX def2/J DEFGRID3
* xyz 0 1
O 0.596 0.818 -0.301
O -1.164 -3.140 5.032
O -1.534 0.329 0.027
O -2.492 2.892 -1.224
O 2.329 5.734 2.520
O 0.065 -5.884 -5.820
O -2.626 -4.938 2.766
O 1.714 5.909 4.565
O 3.840 2.003 0.127
O 1.528 -5.928 -4.240
O -1.671 -3.075 1.964
O -2.164 -2.587 6.871
O 3.040 -2.920 -0.630
O -5.349 -2.688 1.628
O 0.010 -1.029 0.778
N -1.430 3.171 -1.717
N 2.638 -2.229 -2.820
N 4.549 2.113 -2.048
N 2.072 5.168 3.583
N -5.400 -0.463 1.108
N 0.402 -5.559 -4.703
N -1.708 -4.379 2.173
N -1.649 -2.297 5.714
C -0.749 3.929 0.596
C -2.066 3.751 -4.054
C 1.927 1.314 2.884
C -1.683 -0.982 5.301
C 5.972 2.704 -1.729
C -0.403 -5.199 2.003
C -6.897 -0.281 1.446
C 2.074 -5.445 1.431
C -0.289 -4.561 -3.802
C 0.795 4.052 -1.289
C -1.820 0.169 6.384
C 1.182 4.011 -2.807
C 2.170 3.254 5.274
C -1.191 -0.532 3.843
C 1.900 1.822 5.440
C 2.265 2.748 2.641
C -2.060 1.659 5.936
C 1.777 0.885 4.209
C -1.161 2.793 -3.133
C -1.569 0.883 3.350
C 2.527 -2.138 -1.476
C 3.681 1.802 -1.119
C -1.982 1.958 4.506
C -1.702 1.348 -3.312
C -0.647 4.227 -0.930
C 0.138 -4.419 -2.389
C 4.267 1.692 -3.402
C 0.784 -7.603 2.124
C -1.462 -3.865 -4.423
C -4.812 -1.632 1.312
C -2.232 -2.884 -3.496
C 1.755 -1.409 -3.738
C -1.236 5.665 -1.359
C 0.895 -4.644 1.430
C 0.357 2.803 -3.341
C 2.216 3.792 3.866
C -0.438 -6.780 2.314
C 2.030 -7.008 1.797
C 3.376 -3.282 -3.403
C -1.658 -2.734 -2.036
C -4.593 0.664 0.884
C -0.271 0.095 0.158
C -0.614 -3.494 -1.476
H 1.047 -5.000 -1.942
H 1.948 -1.176 -1.113
H 2.276 4.010 6.067
H -2.044 3.010 4.280
H 0.722 1.742 -2.742
H 1.763 0.857 1.804
H -0.913 6.351 -0.435
H 1.159 3.175 -0.613
H 1.502 4.912 -0.934
H -2.261 5.738 -1.632
H 2.048 1.296 6.400
H -3.733 0.864 1.341
H -0.766 -1.228 3.068
H -5.196 1.722 1.195
H -1.994 3.338 -5.096
H -7.359 0.310 0.720
H -2.137 -2.027 -1.370
H 0.867 4.860 -3.476
H 6.028 2.604 -0.789
H -0.881 -1.282 0.835
H 4.396 -2.993 -3.630
H -3.762 -1.384 0.932
H 6.656 2.302 -2.486
H -1.682 4.257 0.743
H -3.048 4.051 -3.755
H -0.231 -3.282 -0.235
H -6.919 0.166 2.421
H -2.038 2.253 6.701
H 0.672 -8.623 2.120
H 3.030 -5.129 1.018
H -0.060 4.494 1.345
H 0.890 -2.084 -3.833
H 2.239 3.122 1.624
H -1.197 0.961 -4.180
H -1.400 -7.367 2.615
H -4.275 0.802 0.004
H 2.620 1.561 -1.361
H 5.302 1.811 -4.018
H 4.003 -4.215 -2.896
H 2.680 -3.721 -4.176
H 3.810 0.822 -3.535
H -2.796 1.092 -3.478
H -0.476 2.938 0.832
H 2.292 3.780 -2.819
H 0.984 -3.600 1.220
H 1.616 -0.330 4.420
H -1.401 -3.801 -5.289
H -7.172 -1.401 1.510
H 0.542 2.758 -4.449
H -0.694 5.889 -2.371
H -1.823 -0.004 7.583
H 2.190 -1.348 -4.668
H -1.159 1.112 2.404
H 2.858 -7.413 1.984
H 3.650 2.207 -3.848
H -1.435 4.631 -4.138
H 5.791 3.693 -2.060
H 1.454 -0.462 -3.381
H -3.048 -2.435 -3.599
H -1.286 0.670 -2.606
*
```


(3)
DFT (ωB97M-V/def2-TZVPD) results for C43H61BrN10O3PS2Ta as an isolated structure.

Values from the calculation:
HOMO-LUMO gap = 6.392 eV
total energy = -6217.3938 Eh
energy relative to the best compared isomer or geometry (same formula, charge and spin) = 125.3 kJ/mol

Structure (ORCA input):
```
! wB97M-V def2-TZVPD RIJCOSX def2/J DEFGRID3
* xyz 0 1
Ta -0.019 -0.575 0.770
Br -0.973 -5.453 -0.710
S -1.925 0.726 -0.193
S -2.834 3.437 0.841
P 3.383 -1.119 0.620
O -0.535 -2.161 -0.324
O -1.874 -1.905 -2.081
O 0.715 -0.080 -1.369
N 1.871 -0.920 0.923
N -0.770 0.535 2.346
N -0.322 -1.902 2.391
N 0.544 2.634 -2.032
N 0.932 2.265 0.745
N 4.095 -2.248 1.612
N 1.226 2.468 2.045
N 4.338 0.239 0.727
N 3.587 -1.618 -0.970
N -1.523 1.683 2.273
C 4.090 -2.886 -3.522
C 1.640 2.491 -4.203
C 5.157 -2.227 3.825
C -0.663 3.258 -4.047
C 4.133 1.208 -0.380
C 1.017 4.466 1.231
C 2.680 -2.717 -2.964
C -0.182 -4.083 3.387
C -1.907 3.537 -3.249
C 4.286 0.901 2.041
C -0.318 -3.510 4.698
C 2.712 -2.704 -1.441
C 1.255 3.764 2.391
C -0.486 -1.328 3.661
C 0.427 3.091 -6.201
C 3.145 -3.196 2.237
C -2.041 1.882 1.121
C -0.717 0.004 3.640
C 0.806 3.488 0.239
C 1.576 2.626 -5.584
C 0.514 2.814 -3.429
C 4.686 -3.646 4.177
C 5.031 -1.842 -2.930
C 5.850 2.498 0.881
C 5.370 -2.105 2.323
C 4.595 2.605 0.026
C -0.679 3.403 -5.429
C -3.394 -5.278 0.752
C -2.671 -3.199 -0.241
C 4.966 -1.863 -1.409
C -4.740 -3.299 0.987
C 5.488 1.830 2.214
C -0.451 -2.178 4.827
C -0.174 -3.265 2.314
C 0.441 3.797 -1.178
C -3.822 -2.582 0.237
C -1.674 -2.370 -0.987
C -4.405 2.860 0.166
C 1.468 4.198 3.800
C -4.522 -4.644 1.248
C 2.904 1.995 -3.552
C 3.897 -4.262 3.014
C -2.476 -4.547 0.016
H 1.187 1.674 2.668
H 6.060 -2.891 1.994
H 5.546 -4.279 4.410
H 1.390 -0.719 -1.633
H 6.589 1.892 0.349
H 2.137 5.056 3.844
H 2.534 -3.658 1.459
H 4.403 -1.500 4.135
H 2.796 0.979 -3.158
H 3.354 1.456 2.133
H -1.966 2.887 -2.375
H 0.390 3.198 -7.277
H 6.057 -2.021 -3.256
H 4.084 -2.832 -4.611
H 5.828 -1.159 2.040
H 4.067 -3.616 5.075
H 5.303 -2.839 -1.029
H -4.977 3.749 -0.092
H -2.791 3.373 -3.866
H 6.342 1.283 2.617
H 4.718 0.873 -1.240
H -0.072 -5.149 3.245
H 3.102 -3.671 -1.086
H -4.249 2.268 -0.734
H -0.587 4.169 -1.179
H 4.745 -0.845 -3.277
H -0.034 -3.657 1.319
H 3.724 1.982 -4.269
H 5.221 2.591 2.952
H -1.942 4.571 -2.896
H 0.974 5.535 1.113
H 4.568 -4.792 2.333
H 2.453 -2.665 2.899
H -5.623 -2.805 1.368
H -3.223 -6.330 0.931
H 1.291 2.027 -1.733
H 1.077 4.630 -1.518
H -0.313 -4.148 5.573
H 6.077 -1.978 4.357
H 5.621 -1.107 -0.976
H -1.040 0.615 4.469
H -3.970 -1.529 0.031
H 4.276 0.141 2.821
H 4.454 -3.885 -3.256
H 2.447 2.375 -6.177
H 2.022 -3.517 -3.307
H 4.778 3.185 -0.881
H 1.715 -2.595 -1.012
H -0.013 -0.113 -2.012
H 0.520 4.480 4.258
H 3.081 1.228 -0.680
H 1.903 3.394 4.394
H -4.951 2.282 0.908
H 3.198 2.632 -2.714
H -1.591 3.741 -5.905
H -0.556 -1.709 5.797
H 6.304 3.475 1.049
H 3.806 3.125 0.578
H -5.235 -5.207 1.835
H 3.178 -4.995 3.382
H 2.257 -1.774 -3.332
*
```


(4)
DFT (ωB97M-V/def2-TZVPD) results for C43H62FN2O3SSi5TeTl as an isolated structure.

Values from the calculation:
HOMO-LUMO gap = 6.044 eV
total energy = -4397.2528 Eh
energy relative to the best compared isomer or geometry (same formula, charge and spin) = 88.9 kJ/mol

Structure (ORCA input):
```
! wB97M-V def2-TZVPD RIJCOSX def2/J DEFGRID3
* xyz -2 1
Tl 0.347 -0.639 1.251
Te 0.923 1.228 -1.226
S 3.317 -2.273 -1.111
Si -0.820 2.685 -2.201
Si -2.308 1.486 -3.562
Si -2.109 4.162 -0.923
Si -1.189 -1.989 4.160
Si 0.452 3.974 -3.692
F -3.002 -4.804 -2.063
O 4.344 -1.264 -1.311
O 2.297 -1.856 -0.139
O 3.810 -3.616 -0.855
N 0.248 -2.157 3.261
N 2.961 0.140 1.770
C 1.133 2.834 -5.031
C 2.258 -4.707 5.087
C -3.874 0.954 -2.644
C -2.253 -2.588 -1.758
C 1.919 4.747 -2.800
C 3.133 -5.138 4.097
C -0.832 3.159 3.141
C 1.307 -3.732 4.832
C 0.991 2.431 4.511
C -2.284 -3.899 -1.336
C -1.471 -0.039 -4.263
C -2.075 -3.637 4.453
C -0.996 5.300 0.083
C -2.448 -0.927 3.238
C 1.307 -3.224 -2.704
C -0.434 5.399 -4.580
C -3.159 5.267 -2.046
C 2.076 -1.784 -4.939
C 2.452 -0.020 5.412
C 2.419 -2.392 -2.646
C 2.277 0.361 4.086
C -0.015 3.346 4.245
C 2.080 -3.584 2.575
C -1.500 -1.683 -1.017
C 0.349 1.097 2.603
C -1.031 -1.141 5.848
C -0.817 -2.075 0.126
C -1.610 -4.334 -0.213
C 1.185 1.300 3.711
C -3.373 3.334 0.212
C 4.261 -1.467 4.818
C 1.178 -3.121 3.560
C 3.135 -0.178 3.115
C 2.796 -1.660 -3.756
C -0.628 2.051 2.331
C 4.117 -1.093 3.495
C 0.593 -3.336 -3.884
C 0.194 -2.765 -6.303
C 0.973 -2.624 -5.021
C -2.913 2.509 -5.040
C 3.023 -4.560 2.834
C -0.880 -3.407 0.523
C 3.432 -0.925 5.790
H -2.023 -0.918 6.254
H 2.513 5.355 -3.490
H 2.033 -3.161 1.580
H -2.080 2.794 -5.687
H 2.553 3.964 -2.380
H -3.780 4.069 0.914
H 1.771 0.373 6.158
H -2.785 -2.290 -2.653
H -3.422 -1.054 3.721
H -3.615 1.918 -5.638
H -4.519 1.815 -2.451
H -0.285 -3.973 -3.919
H 3.679 -4.863 2.025
H 1.868 3.360 -5.647
H -0.878 -2.817 -6.105
H -0.419 5.941 -0.589
H 0.342 2.463 -5.688
H -4.442 0.240 -3.247
H -0.725 0.243 -5.010
H -3.761 5.943 -1.430
H -2.205 -0.694 -4.743
H -0.351 -3.728 1.412
H 3.589 -0.281 1.101
H -2.198 0.135 3.268
H -3.037 -3.466 4.949
H -2.273 -4.123 3.493
H 5.004 -2.209 5.083
H 4.744 -1.531 2.728
H 1.001 -3.766 -1.818
H -0.498 -0.193 5.727
H 3.875 -5.900 4.302
H -4.203 2.945 -0.382
H 0.475 -3.677 -6.837
H 3.521 -1.232 6.824
H -1.243 1.929 1.447
H -1.410 5.111 -4.976
H -2.549 5.872 -2.718
H -3.845 4.675 -2.658
H -0.580 6.248 -3.908
H 3.643 -0.991 -3.677
H -0.489 -1.738 6.585
H -1.580 5.943 0.748
H -0.287 4.730 0.686
H 2.698 1.088 1.543
H 0.375 -1.919 -6.967
H -0.144 4.212 4.886
H -3.654 0.484 -1.683
H -2.972 2.503 0.791
H -1.610 3.874 2.900
H -1.495 -4.332 5.063
H -3.422 3.423 -4.728
H 1.619 1.971 -4.568
H -1.418 -0.656 -1.359
H -0.944 -0.605 -3.492
H -2.563 -1.227 2.193
H 2.318 -5.132 6.085
H 1.594 5.384 -1.973
H -1.656 -5.377 0.074
H 0.185 5.739 -5.416
H 0.664 -3.410 5.643
H 2.366 -1.199 -5.806
H 1.657 2.593 5.351
*
```